Record 1
Density functional theory data (ωB97M-V with the def2-TZVPD basis set) for a 2-piece molecular cluster, C8H15PS overall at a distorted geometry.

Geometry (Å):
C (-1.5332, -0.2905, -0.6701)
H (1.1262, 1.4441, -0.4346)
H (-3.4036, -0.0283, 0.3840)
H (-1.0844, -0.3831, -1.6016)
H (2.4159, -2.9757, 0.4586)
C (2.9718, -2.1562, 0.1566)
S (-2.4280, 0.6902, 3.2038)
H (3.8407, -2.0832, 0.8167)
C (-3.7558, -0.4237, -1.6359)
P (-0.5263, 0.1163, 0.8001)
H (0.3646, 2.4335, 2.4736)
H (-3.3535, -0.4747, -2.6133)
H (1.1109, 3.5044, 1.2261)
H (-0.4336, 2.1338, -0.2584)
C (-2.8564, -0.2637, -0.4666)
H (3.1042, -2.1456, -1.0469)
H (-4.4344, -1.4100, -1.6560)
H (2.6210, -0.1901, 0.6721)
H (1.8199, 2.0440, 1.8511)
C (2.0280, -1.0441, 0.4515)
H (-4.5689, 0.3346, -1.5314)
C (0.7007, -1.1792, 0.4546)
C (0.4180, 1.7120, 0.3273)
C (0.9271, 2.5659, 1.5803)
H (0.1661, -2.1707, 0.5261)

## Properties
- F_max: 4.51 eV/A
- Spin multiplicity: 1
- Electronic energy: -28657.7321 eV
- HOMO (alpha / beta): -8.31 / -8.42 eV
- ΔE to the lowest compared entry with this formula, charge and spin: 5.308 eV

***

Record 2
Density functional theory data (ωB97M-V with the def2-TZVPD basis set) for an isolated molecule of C8H16 at a distorted geometry.

Geometry (Å):
H (-2.9331, 0.8646, 0.4063)
H (1.6478, -1.9440, 1.4846)
H (2.3726, 0.6803, 0.7302)
C (-0.2081, 0.0809, 0.7947)
H (0.0228, 0.1936, -2.1823)
C (-0.9191, 1.5916, 0.0589)
C (1.1300, -2.0493, 0.5304)
C (-0.5801, -0.1438, 2.0453)
H (-2.8512, 2.2731, -0.6498)
H (-0.2076, -0.9823, 2.6208)
H (-2.3823, 0.6864, -1.2648)
H (0.2346, -2.6660, 0.6259)
H (1.8110, -2.5003, -0.1941)
H (1.9277, 1.2844, -0.8742)
C (-2.3432, 1.3365, -0.3860)
H (2.8072, -0.2356, -0.7223)
C (0.7168, -0.3907, -0.2025)
C (2.0297, 0.3826, -0.2636)
H (-0.8755, 2.3057, 0.8854)
H (-0.8015, -1.2297, -1.5172)
C (0.1577, -0.7126, -1.5849)
H (0.8595, -1.3470, -2.1347)
H (-1.3049, 0.5006, 2.5325)
H (-0.3107, 2.0207, -0.7386)

## Properties
- F_max: 6.26 eV/A
- Spin multiplicity: 1
- Electronic energy: -8553.2760 eV
- HOMO: -8.85 eV
- ΔE to the lowest compared entry with this formula, charge and spin: 1.835 eV

***

Record 3
Density functional theory data (ωB97M-V with the def2-TZVPD basis set) for C8H16AlO10P as an isolated structure at a distorted geometry.

Geometry (Å):
O (-0.8523, -0.8499, -0.8675)
H (3.3815, 0.8165, 1.0372)
C (-1.7087, 3.4184, -0.5271)
C (0.1248, -1.2402, -1.5629)
H (2.1617, 1.3126, 3.0556)
H (-1.0422, 0.5549, -3.0183)
P (-1.9460, -3.0668, 3.4529)
O (0.5323, -0.7436, -2.7854)
H (2.6004, -0.6910, 1.4620)
H (0.6590, 2.0264, -4.5997)
Al (-2.9894, -1.0697, 1.1948)
O (-2.6230, -1.8376, 4.1235)
H (0.7734, -2.0644, 0.8749)
H (-0.5009, -0.2062, -4.4635)
H (-1.7198, 2.8358, -1.4483)
H (-2.5469, 3.1069, 0.0961)
O (-3.0327, -3.5702, 2.4465)
H (-0.0749, -3.4897, 0.2464)
O (0.9306, 2.1826, 1.6368)
C (0.7934, -2.8444, 0.1138)
C (1.5864, 1.0471, 2.1687)
C (-0.1388, 0.2189, -3.5274)
H (-1.9598, 4.4465, -0.7879)
H (1.2891, 1.8328, -2.9003)
O (-1.1068, 1.2207, 1.1216)
C (-0.3057, 2.1781, 1.0519)
C (0.9486, 1.3351, -3.8083)
O (-0.8585, -2.3605, 2.5586)
H (1.7828, 0.7623, -4.2133)
H (0.7889, 0.4342, 2.5888)
C (2.4116, 0.3257, 1.1171)
O (-1.5165, -3.8743, 4.7336)
H (1.7700, -3.2812, 0.3224)
H (1.9671, 0.1779, 0.1329)
O (0.8887, -2.3316, -1.2931)
O (-0.4677, 3.2880, 0.2667)

## Properties
- F_max: 3.86 eV/A
- Spin multiplicity: 1
- Electronic energy: -44912.2784 eV
- HOMO: -10.13 eV
- ΔE to the lowest compared entry with this formula, charge and spin: 3.091 eV

***

Record 4
Density functional theory data (ωB97M-V with the def2-TZVPD basis set) for an isolated ion of composition C8H16BI2O2 and charge -1 at a distorted geometry.

Geometry (Å):
H (-1.9569, 1.5091, 1.3070)
H (2.2263, 2.7844, -0.7199)
H (0.2726, 0.8210, -1.6760)
H (-0.3126, -1.7195, 1.8743)
B (0.6534, 1.1351, -0.5370)
C (-2.4597, -1.6232, 2.0035)
H (4.0877, 1.2159, -1.5522)
H (-0.9108, -0.2341, 2.5366)
H (-2.0193, 1.2832, -0.4784)
C (-2.3371, -3.1436, 2.0858)
I (-3.9774, -1.1922, 0.5272)
I (1.7462, 3.0344, -3.6496)
C (2.6422, 1.1616, -3.1280)
H (3.5397, 1.1167, -3.7318)
C (2.1809, 1.7032, -0.6178)
C (-1.0902, -0.9711, 1.7590)
C (-1.3856, 1.2412, 0.4193)
H (-3.2753, -3.5747, 2.4206)
C (-0.8401, -0.2481, 0.4493)
H (-2.8921, -1.2969, 2.9386)
H (-1.1319, -0.7878, -0.4537)
H (-1.5465, -3.3741, 2.7943)
H (2.9158, -0.0832, -1.4446)
C (3.0282, 0.9803, -1.6484)
H (2.0198, 0.3469, -3.4626)
H (-2.0894, -3.5424, 1.1078)
H (2.6220, 1.4847, 0.3592)
O (0.5599, -0.0770, 0.3384)
O (-0.2699, 2.0504, 0.1793)

## Properties
- F_max: 1.61 eV/A
- Spin multiplicity: 1
- Electronic energy: -29530.6826 eV
- HOMO: -4.41 eV
- Net charge: -1

***

Record 5
Density functional theory data (ωB97M-V with the def2-TZVPD basis set) for an isolated molecule of C8H16BNO3 at a distorted geometry.

Geometry (Å):
H (-1.1252, -0.9875, 2.1864)
C (1.8998, -0.5787, -1.2612)
H (1.1910, 0.0372, -3.3155)
C (0.3739, -0.6794, 0.8944)
H (-2.1950, -1.6783, 0.3913)
H (1.2772, -0.4443, 1.4815)
H (1.1287, 2.1379, 1.4954)
O (-1.1664, 1.5287, -3.9334)
H (2.1251, 1.3496, -2.2798)
N (0.1678, 1.7660, 1.4537)
H (-2.0655, -3.3351, 1.2656)
C (-1.4907, -2.4433, 0.7282)
H (-0.2166, -1.3421, -0.9865)
C (1.3358, 0.5291, -2.3023)
H (2.4855, -1.3327, -1.8115)
O (0.0950, 1.1932, -1.8333)
H (-2.1314, 2.9112, 1.0159)
C (-0.5253, 2.7873, 1.9801)
H (0.0884, 3.7053, 1.8681)
H (1.0708, -2.2944, -0.3246)
H (0.0174, -2.5210, 2.1161)
H (-1.3613, 0.7160, 0.6992)
C (-0.5049, -1.6799, 1.6080)
H (2.5994, -0.1877, -0.5927)
B (-0.7313, 1.4282, -2.8295)
O (-1.8639, 2.9932, 2.0221)
H (-1.0108, -2.9139, -0.1302)
C (0.7398, -1.2988, -0.4988)
C (-0.2073, 0.6343, 0.8935)

## Properties
- F_max: 5.30 eV/A
- Spin multiplicity: 1
- Electronic energy: -16861.3920 eV
- HOMO: -6.51 eV
- ΔE to the lowest compared entry with this formula, charge and spin: 2.455 eV

***

Record 6
Density functional theory data (ωB97M-V with the def2-TZVPD basis set) for a 4-piece molecular cluster, C8H16Br8 overall at a distorted geometry.

Geometry (Å):
C (-6.2550, 13.2910, 4.0806)
C (-11.2819, 17.5941, -3.9850)
H (-7.8546, 11.7971, 3.9093)
H (-5.9453, 14.2346, 3.6316)
H (-10.9321, 16.1213, -0.2613)
H (-6.9568, 12.0133, 2.4240)
H (-10.5604, 23.1400, 0.9710)
Br (-8.0806, 16.0025, -0.2815)
Br (-10.6371, 22.5949, -1.5335)
Br (-9.4853, 21.0363, 2.6477)
H (-9.4395, 18.0417, -0.1250)
Br (-4.7446, 11.9662, 4.3991)
C (-9.3707, 17.2220, 0.5902)
C (-10.1281, 18.4689, -3.4549)
H (-8.9585, 17.5939, 1.5283)
C (-10.0813, 21.0694, 0.7520)
H (-11.1291, 20.7700, 0.7273)
Br (-8.6911, 13.8761, 2.5727)
H (-10.6514, 15.6686, 1.4713)
Br (-10.2990, 20.2522, -4.2273)
H (-6.7473, 13.6768, 4.9733)
C (-10.6919, 16.4765, 0.7408)
H (-11.3152, 17.7193, -5.0673)
Br (-11.9608, 17.8604, 1.3193)
Br (-11.0486, 15.7088, -3.4482)
H (-9.1273, 18.1144, -3.7015)
C (-9.9437, 22.5130, 0.3271)
C (-7.3772, 12.5458, 3.2772)
H (-12.2370, 17.9521, -3.6007)
H (-10.1966, 18.6164, -2.3771)
H (-8.9461, 22.9487, 0.3824)
H (-9.5432, 20.3501, 0.1345)

## Properties
- ⟨S²⟩: 0.76
- F_max: 2.13 eV/A
- Spin multiplicity: 2
- Electronic energy: -568885.5321 eV
- HOMO (alpha / beta): -12.15 / -12.15 eV
- ΔE to the lowest compared entry with this formula, charge and spin: 0.007 eV
- Net charge: +1

***

Record 7
Density functional theory data (ωB97M-V with the def2-TZVPD basis set) for C8H16Cl2O24S4Ti as an isolated structure at a distorted geometry.

Geometry (Å):
S (2.1008, -1.4288, 3.0072)
H (4.6002, -0.9941, -3.7404)
H (3.1800, 0.7996, -4.0548)
O (-0.6513, 1.0511, -1.2019)
O (1.6347, -1.4343, -0.7975)
O (-2.1613, 2.9197, -1.7933)
Cl (0.9001, 4.5628, -1.5583)
H (-0.2127, 2.2565, -3.6477)
C (1.3031, -3.4722, 4.1071)
O (1.7089, -2.5695, 1.9820)
H (-2.7993, 3.8228, -3.5550)
O (-3.0876, 0.7760, -1.1287)
O (-1.9205, 1.0977, -3.2742)
H (2.1846, -3.8116, 4.6597)
O (-1.9192, 3.6099, 3.8141)
C (-1.2802, 2.2545, -3.8699)
O (-0.2492, 5.3918, -1.3467)
Ti (0.6744, 1.2672, 0.7819)
C (1.3759, -3.7943, 2.6229)
O (1.2684, -2.0512, 4.2369)
O (1.7923, 0.1734, -2.6414)
H (3.3038, -2.1904, -3.4598)
O (-0.9654, -0.7470, 1.0436)
S (2.4100, -0.3610, -1.2729)
H (-1.6249, 2.2750, -4.8962)
O (2.7301, 0.6913, -0.3685)
H (2.1693, -4.5058, 2.3895)
H (-1.1580, 4.2434, -3.0009)
H (0.4638, -3.9402, 4.6165)
H (-3.0130, -3.5871, 3.6425)
O (-1.9446, 2.0797, 2.0190)
Cl (-1.4082, 3.3532, 2.4895)
C (3.6317, -1.1677, -3.2772)
H (-4.6921, -2.9563, 1.6198)
O (-3.1073, -1.8741, 0.8504)
O (-1.5619, -2.6644, 2.4827)
C (-3.7777, -2.4658, 1.9570)
O (1.4970, -0.2432, 2.5679)
O (0.7886, 3.3504, -0.7691)
C (-1.8875, 3.4404, -3.0954)
H (2.0339, -0.4455, -4.5810)
O (0.0442, 3.2070, 2.5499)
O (2.1162, 5.2564, -1.2336)
O (3.5060, -1.4672, 3.2127)
O (3.7881, -0.8978, -1.8795)
C (2.6478, -0.1021, -3.7508)
S (-1.9451, 1.3678, -1.6992)
O (0.9413, 4.1571, -2.9572)
S (-1.5233, -2.0213, 1.0133)
H (0.4524, -4.1924, 2.2098)
C (-2.7803, -3.4044, 2.5989)
H (-2.6890, -4.3299, 2.0254)
O (-1.7522, 4.4039, 1.5844)
H (-4.1144, -1.6675, 2.6234)
O (-1.0215, -3.0216, 0.1433)

## Properties
- ⟨S²⟩: 3.75
- F_max: 1.54 eV/A
- Spin multiplicity: 4
- Electronic energy: -149178.0471 eV
- HOMO (alpha / beta): -1.19 / -6.06 eV
- ΔE to the lowest compared entry with this formula, charge and spin: 1.349 eV
- Net charge: -1

***

Record 8
Density functional theory data (ωB97M-V with the def2-TZVPD basis set) for an isolated molecule of C8H16ClNO2S at a distorted geometry.

Geometry (Å):
H (-0.6909, -2.4720, -4.6769)
O (-0.1529, -2.3621, -1.3172)
H (0.1589, 1.7951, 3.8771)
C (-0.4814, -2.0185, -3.7211)
H (1.9607, -0.9631, 0.7033)
Cl (1.8002, 3.6973, 0.1994)
H (-1.2680, 2.8488, 3.5823)
H (-1.2396, -3.6762, -2.5306)
N (0.7455, 1.2488, 1.2299)
H (0.5110, -3.7060, -2.8142)
C (-0.3266, -3.0580, -2.5840)
C (1.0274, -1.7301, -1.0531)
H (1.4262, 0.9577, -0.7726)
H (-0.3157, 0.6868, -0.5166)
C (0.6933, 0.5764, -0.0648)
S (2.1981, 2.0898, 1.5074)
H (0.3710, 3.3564, 3.1392)
H (-1.9267, 0.4998, 0.9034)
H (-0.8191, 2.6025, 1.1200)
H (-1.2405, -0.0531, 2.4837)
C (-0.2795, 2.5057, 3.1694)
H (0.2931, -1.2781, 0.9120)
H (-1.3078, -1.3179, -3.5046)
H (0.4422, -1.4431, -3.8466)
C (-1.6083, 0.8023, 1.9130)
C (-0.4944, 1.8299, 1.8161)
C (1.0098, -0.8714, 0.2258)
O (2.0215, -1.8085, -1.7537)
H (-2.5072, 1.2606, 2.3741)

## Properties
- F_max: 2.33 eV/A
- Spin multiplicity: 1
- Electronic energy: -37498.2332 eV
- HOMO: -9.15 eV
- ΔE to the lowest compared entry with this formula, charge and spin: 0.000 eV

***

- The highest electronic energy belongs to which entry?
  C8H16